Record 1
A 5-piece molecular cluster, C39H40F9NO19S2 overall at a distorted geometry. Source: the OMol25 dataset; level of theory: the ωB97M-V functional and the def2-TZVPD basis.

```
! RIJCOSX wB97M-V def2-TZVPD def2/J DEFGRID3
* xyz 0 1
C -1.996 -4.007 -5.356
C 2.390 -0.609 3.935
C 0.644 2.342 -1.064
O 4.388 -6.947 5.949
H 4.243 -4.502 4.980
C 0.171 -0.872 -3.220
H -1.681 -0.166 -1.657
H -3.254 -0.926 0.448
C -0.895 -0.468 -0.946
H -5.930 -2.078 -0.131
C 1.288 -2.876 -2.583
F -5.337 -3.658 -4.531
H 1.211 -2.379 -0.449
H -6.580 -2.132 1.538
C 0.447 -4.153 -2.329
C 3.544 -6.507 5.016
N 0.861 -2.018 -3.706
C 2.610 -4.801 3.571
O 0.880 7.665 0.064
H -0.653 -2.302 3.516
O 1.346 -1.036 7.295
H -1.275 -3.020 -2.917
C 2.296 9.544 0.176
C 0.167 -1.825 4.037
F -3.721 -4.968 -3.765
H 0.920 -7.798 3.078
H 0.858 3.222 -1.666
H -0.887 0.317 -0.176
H 0.130 4.934 -2.989
O 1.815 1.239 -3.133
O 0.768 -5.345 2.120
C -1.392 -1.750 -0.226
H -3.346 -1.742 -1.177
H -0.461 -2.082 7.068
H -2.514 -3.368 1.242
H -1.053 -1.710 0.818
H -1.625 -4.699 -2.273
C 4.403 7.591 0.508
C 3.142 7.163 0.381
H 0.987 -4.400 1.995
F -4.215 -4.942 -5.949
H -1.760 6.433 0.738
C 2.440 -0.534 5.271
C 3.557 9.975 0.307
H 1.059 2.523 -0.064
C 0.478 -0.615 -1.669
C -3.336 -3.123 0.549
O 3.866 11.271 0.299
C -2.955 -1.796 -0.150
H 2.296 -3.159 -2.917
H 3.266 -0.072 5.793
O 2.629 -8.659 4.871
H 1.856 5.821 0.297
H 1.624 -1.591 -4.232
C -2.320 8.339 -2.110
H 0.305 -4.199 -1.236
O 3.358 -0.117 3.162
C -0.998 -4.077 -2.926
C 3.552 -5.237 4.591
F -3.964 -2.721 -6.013
H -4.404 -2.959 2.453
C 1.361 -1.087 6.079
H 4.178 -7.894 6.074
C -1.738 6.771 -0.288
C 1.621 -7.068 3.457
O 5.828 9.465 0.565
C -1.054 -4.705 -4.333
O -3.051 8.652 0.163
H 0.965 -5.076 -2.604
H -3.402 9.390 -0.373
F -1.491 -2.827 -5.626
H -3.406 -3.972 -0.149
H 3.086 -0.294 2.239
C -4.658 -3.073 1.389
C -5.671 -1.997 0.931
O -0.737 -2.268 6.148
F -3.487 -2.668 -3.844
C -0.929 6.430 -2.665
C 0.219 -1.753 5.372
H -0.439 2.225 -0.959
O -0.420 4.931 -0.923
O 2.826 5.865 0.413
O 2.576 -3.665 3.134
O -0.545 -0.244 -3.872
C 2.581 -7.515 4.463
O 2.752 0.763 -1.055
C 2.004 8.118 0.193
H 1.463 10.223 0.057
C 1.358 -1.852 -1.405
S -3.801 -3.838 -4.874
H 2.432 -1.615 -1.338
H -5.285 -0.997 1.170
O -2.919 9.351 -2.422
H 5.233 6.912 0.642
C -2.361 7.885 -0.685
C 1.236 -1.251 3.228
C 4.701 9.019 0.469
O 1.230 -1.277 2.012
C 1.629 -5.799 3.037
S 1.497 0.915 -1.761
H -5.160 -4.048 1.297
H -1.082 -2.680 -0.716
H 4.837 11.313 0.408
F -1.924 -4.695 -6.490
F 0.196 -4.542 -4.867
C -0.992 5.963 -1.241
F -1.209 -6.033 -4.293
H -1.518 7.889 -4.087
O -0.219 5.679 -3.513
C -1.554 7.543 -3.063
*
```

The SMILES is CCCCCC[C@@]1(S(C)(=O)=O)C[C@@H](CCC(F)(F)C(F)(F)S(F)(F)(F)(F)F)NC1=O.O=C1C=C(O)C(=O)C=C1O.O=C1C=C(O)C(=O)C=C1O.O=C1C=C(O)C(=O)C=C1O.O=C1C=C(O)C(=O)C=C1O. Its HOMO-LUMO gap is 7.81 eV. The HOMO energy is -9.7 eV.

---

Record 2
An isolated ion of composition C3H4OPS2 and charge -1 at a distorted geometry. Source: the OMol25 dataset; level of theory: the ωB97M-V functional and the def2-TZVPD basis.

```
! RIJCOSX wB97M-V def2-TZVPD def2/J DEFGRID3
* xyz -1 3
P 2.474 0.622 0.728
O 1.852 -2.010 0.352
C -0.294 -0.134 0.427
C 0.895 0.826 0.184
H -0.438 -0.835 -0.596
S 3.559 1.959 -0.290
S 4.314 -1.409 -0.385
C 2.786 -1.359 0.177
H -1.173 0.616 0.554
H 0.550 1.713 -0.237
H -0.101 -0.892 1.190
*
```

Its HOMO-LUMO gap (alpha / beta) is 5.98 / 5.69 eV. The HOMO energy (alpha / beta) is -2.4 / -3.8 eV. The calculation puts the energy above the lowest of the compared OMol25 structures with the same formula, charge and spin at 0.0000 eV.

---

Record 3
C15H27ClIN2OP2Rh as an isolated structure at a distorted geometry. Source: the OMol25 dataset; level of theory: the ωB97M-V functional and the def2-TZVPD basis.

```
! RIJCOSX wB97M-V def2-TZVPD def2/J DEFGRID3
* xyz 2 5
H 1.741 3.469 -2.055
P 2.851 2.729 -0.091
C 0.718 -1.986 -1.989
C 1.870 -1.696 3.690
C 3.931 1.327 -0.720
H 2.134 -1.076 1.545
C 0.900 -1.751 4.734
C -3.247 -1.358 -0.882
H -1.535 -3.061 -3.303
H 1.230 3.292 2.098
C -0.771 -0.822 3.304
H -3.952 -0.881 -4.213
H 1.279 -2.135 5.673
H 0.768 3.916 -0.633
H 2.913 -2.004 3.812
H 3.615 0.386 -0.218
C 1.796 3.979 -1.074
H -2.769 -2.180 -4.254
C -1.379 0.879 1.946
Rh 1.725 1.392 0.973
C -0.809 -1.898 -1.597
H -1.035 -1.537 -4.256
H -3.948 -2.052 -1.362
C -0.408 -1.296 4.551
H -4.253 0.651 -3.458
C 2.231 2.871 1.943
H 2.148 5.032 -1.183
C 1.512 -1.147 2.451
I -2.762 1.228 -1.287
H 0.993 -2.902 -1.363
H 4.976 1.534 -0.487
N -1.834 0.041 2.951
H -3.780 -0.543 -0.324
Cl 1.028 1.160 -1.963
H -2.707 0.166 3.431
H 1.005 -2.343 -2.977
O -0.850 -2.597 -0.599
N -0.140 0.467 1.524
H 2.415 1.840 2.434
H 1.284 -1.045 -1.673
H 3.751 1.258 -1.794
H 3.118 3.435 2.194
C -1.835 -2.076 -3.703
H -2.022 1.433 1.279
H -2.527 -1.816 -0.174
H -1.084 -1.295 5.444
H -2.806 0.518 -4.483
C -3.447 -0.018 -3.768
C 0.254 -0.631 2.307
P -2.284 -0.854 -2.400
*
```

Its HOMO-LUMO gap (alpha / beta) is 7.04 / 5.15 eV. The HOMO energy (alpha / beta) is -14.0 / -14.3 eV.

---

Record 4
C19H21BrN2O4PPd as an isolated structure at a distorted geometry. Source: the OMol25 dataset; level of theory: the ωB97M-V functional and the def2-TZVPD basis.

```
! RIJCOSX wB97M-V def2-TZVPD def2/J DEFGRID3
* xyz 1 1
C -1.247 -4.719 1.639
O 1.112 1.289 -0.421
H 1.839 3.671 -0.890
C -0.620 -2.670 2.734
H -2.489 2.879 1.787
Pd -0.578 -0.314 -1.162
H -0.203 2.189 0.826
H 3.124 -0.853 3.169
N 2.561 -0.003 3.186
H 1.226 1.225 -4.330
C 1.736 4.572 -4.152
C -0.794 -4.073 2.748
H -2.526 1.386 2.455
C -1.259 -2.618 0.372
H -1.429 -5.785 1.661
C 1.794 0.197 1.898
C -2.063 -4.674 -0.687
C -2.063 -2.606 -1.921
C -0.851 -1.992 1.577
H 1.880 -0.699 1.287
H -2.252 -2.079 -2.848
H 1.825 5.444 -4.786
C 1.395 2.206 -3.907
C -1.515 -4.014 0.437
O 1.440 -0.017 -2.199
C -2.363 -3.984 -1.822
H 2.191 1.025 1.319
H -2.257 -5.737 -0.619
C 1.368 1.116 -1.663
P 0.036 0.417 2.399
H -2.417 1.410 0.543
H 1.838 -0.066 3.939
O 0.042 0.259 3.876
C -0.623 1.992 1.817
H -0.388 -2.141 3.648
H -2.804 -4.491 -2.670
C 1.497 3.327 -4.717
H 1.397 3.229 -5.790
C -1.480 -1.961 -0.872
H -0.284 2.750 2.525
Br -2.636 1.098 -1.081
C 1.867 4.700 -2.775
O -0.815 -0.581 1.530
N -2.098 1.944 1.719
C 1.512 2.333 -2.528
C 1.747 3.583 -1.965
H -0.610 -4.616 3.664
H 3.178 0.781 3.390
H 2.062 5.670 -2.338
*
```

Its HOMO-LUMO gap is 7.43 eV. The HOMO energy is -10.7 eV. The calculation puts the energy above the lowest of the compared OMol25 structures with the same formula, charge and spin at 1.6733 eV.

---

Record 5
C11H24F6NNaO13S5 as an isolated structure at a distorted geometry. Source: the OMol25 dataset; level of theory: the ωB97M-V functional and the def2-TZVPD basis.

```
! RIJCOSX wB97M-V def2-TZVPD def2/J DEFGRID3
* xyz 0 1
O -1.919 5.131 -4.932
H 2.231 -6.336 -0.393
H -3.312 4.833 -6.570
C 3.598 -3.057 3.235
C -0.756 4.322 4.468
H -1.544 7.337 -6.418
O -3.277 3.706 4.872
N -2.039 2.397 3.184
C -1.971 6.507 -6.981
H -1.817 2.831 -6.621
H -3.508 6.168 -5.477
H -1.991 1.533 -5.482
O -1.546 3.396 -3.067
O 1.458 -1.387 -1.053
H -1.130 5.936 -7.377
C 2.712 -2.893 -3.128
F 0.213 3.807 3.651
H 5.695 -3.724 3.009
H 2.904 -1.948 -3.636
S -2.322 3.634 -4.290
F -3.365 1.050 0.515
O 0.067 -2.706 -2.672
H 4.652 -4.800 3.940
F -0.262 4.568 5.735
H 2.405 -3.674 -3.822
C 1.178 -2.255 5.171
C 0.659 -5.144 -1.394
H 0.484 -1.641 5.744
H 1.524 -3.088 5.783
H 0.873 -7.316 -0.915
H 0.808 -5.308 -2.462
O 3.705 -2.443 4.458
O -3.758 3.485 -4.229
O 1.471 -4.067 -0.992
C -1.578 2.535 -5.600
H -0.428 -5.140 -1.317
O -1.564 1.988 5.546
S 1.288 -2.606 -1.885
H -2.656 6.767 -7.788
F -2.039 -0.316 1.823
C -3.221 0.282 1.702
H 0.689 -2.584 4.254
O -3.569 0.590 4.314
C 1.153 -6.327 -0.551
F -4.087 -0.688 1.741
C 4.691 -4.144 3.070
H 0.690 -6.395 0.434
H 3.642 -3.149 -2.619
O 2.634 -0.410 3.409
O -4.638 2.266 2.765
H 3.773 -2.384 2.396
S -2.110 2.907 4.551
H 2.595 -3.418 3.006
O 3.054 -0.462 5.900
C -2.755 5.573 -5.994
H -0.488 2.547 -5.600
H 4.521 -4.641 2.115
Na 0.405 2.606 0.785
S 2.672 -1.167 4.668
S -3.478 1.484 3.172
F -1.316 5.435 3.849
*
```

Its HOMO-LUMO gap is 7.01 eV. The HOMO energy is -8.9 eV. The calculation puts the energy above the lowest of the compared OMol25 structures with the same formula, charge and spin at 6.3056 eV.

---

Record 6
C6H9N as an isolated structure. Source: the OMol25 dataset; level of theory: the ωB97M-V functional and the def2-TZVPD basis.

```
! RIJCOSX wB97M-V def2-TZVPD def2/J DEFGRID3
* xyz 0 1
H 0.381 -1.650 -1.751
H -2.410 0.643 -1.096
H 0.509 1.676 1.328
C -1.071 0.173 0.388
H 2.311 1.199 2.263
C 0.719 -0.563 0.098
C 0.035 -1.599 -0.714
H -1.819 0.360 1.157
H -0.237 1.307 1.007
C 1.706 0.070 0.554
H 0.113 -2.592 -0.260
H -2.240 -1.605 -0.448
C -1.339 -0.996 -0.514
C 1.993 1.227 1.221
N -1.436 0.368 -1.008
H 2.371 2.082 0.658
*
```

Its HOMO-LUMO gap is 9.90 eV. The HOMO energy is -8.9 eV. The calculation puts the energy above the lowest of the compared OMol25 structures with the same formula, charge and spin at 7.4889 eV.

---

Electronic energy per entry: -4689.48594 -1329.64213 -2322.64467 -4190.16052 -4218.62440 -288.50683 Ha